1.
Density functional theory data (ωB97M-V with the def2-TZVPD basis set) for a single C8H11FN2O3 molecule.

Summary:
Highest occupied orbital energy ... -9.34 eV
Kohn-Sham gap ... 9.75 eV
SMILES ... CCCOCn1cc(F)c(=O)[nH]c1=O
Calculated total energy ... -20315.1505 eV

Geometry as ORCA input:
```
! wB97M-V def2-TZVPD RIJCOSX def2/J DEFGRID3
* xyz 0 1
C 1.00 -3.47 0.93
C -0.18 -3.34 1.88
C -0.86 -1.98 1.74
O -1.48 -1.91 0.46
C -2.00 -0.67 0.14
N -0.94 0.29 -0.20
C -0.09 -0.01 -1.22
C 0.95 0.78 -1.53
F 1.76 0.45 -2.55
C 1.25 2.00 -0.78
O 2.14 2.78 -0.97
N 0.32 2.19 0.24
C -0.75 1.41 0.60
O -1.47 1.68 1.53
H 0.67 -3.36 -0.10
H 1.75 -2.72 1.14
H 1.46 -4.45 1.03
H -0.92 -4.11 1.66
H 0.15 -3.45 2.91
H -0.12 -1.18 1.85
H -1.63 -1.85 2.52
H -2.57 -0.22 0.97
H -2.64 -0.81 -0.73
H -0.30 -0.93 -1.76
H 0.45 3.02 0.81
*
```


2.
Density functional theory data (ωB97M-V with the def2-TZVPD basis set) for 13 unconnected molecules or ions with the total composition C26H78O13 at a distorted geometry.

Summary:
Highest occupied orbital energy (spin up / spin down) ... 0.59 / -7.64 eV
Kohn-Sham gap (spin up / spin down) ... 1.55 / 9.70 eV
⟨S²⟩ ... 0.75
ΔE to the lowest compared entry with this formula, charge and spin ... 348.1 kJ/mol
Calculated total energy ... -54837.1641 eV

Geometry as ORCA input:
```
! wB97M-V def2-TZVPD RIJCOSX def2/J DEFGRID3
* xyz -1 2
C -4.28 0.19 -1.16
C -3.74 -0.34 0.26
O -3.53 -1.73 0.15
H -3.68 0.10 -2.07
H -4.42 1.26 -1.18
H -5.24 -0.31 -1.27
H -4.51 -0.30 1.02
H -2.82 0.10 0.63
H -3.44 -2.10 1.03
C -2.71 -3.97 4.02
C -1.43 -3.21 3.75
O -1.66 -2.61 2.47
H -3.57 -3.31 3.88
H -2.68 -4.54 4.95
H -2.84 -4.68 3.20
H -0.55 -3.85 3.61
H -1.24 -2.44 4.50
H -1.59 -3.35 1.87
C -2.81 -6.35 0.94
C -2.74 -5.17 -0.08
O -1.85 -4.18 0.30
H -3.82 -6.38 1.35
H -2.10 -6.22 1.75
H -2.50 -7.22 0.37
H -3.71 -4.67 -0.07
H -2.55 -5.68 -1.03
H -2.09 -3.34 -0.09
C 2.31 4.49 0.47
C 1.81 5.66 -0.52
O 2.88 5.94 -1.42
H 2.17 3.54 -0.04
H 1.63 4.49 1.32
H 3.35 4.54 0.81
H 1.58 6.51 0.12
H 0.89 5.25 -0.94
H 3.05 5.13 -1.92
C 2.70 -3.40 2.07
C 2.82 -3.17 3.59
O 2.85 -4.41 4.24
H 3.60 -3.32 1.45
H 1.95 -2.78 1.58
H 2.42 -4.45 1.99
H 2.06 -2.62 4.15
H 3.71 -2.59 3.80
H 2.45 -4.39 5.11
C 1.65 -0.10 -5.71
C 1.75 -1.38 -6.59
O 0.48 -1.86 -6.98
H 2.67 0.08 -5.37
H 1.11 -0.33 -4.79
H 1.27 0.81 -6.17
H 2.34 -2.21 -6.20
H 2.15 -1.13 -7.57
H 0.64 -2.76 -7.28
C -2.31 4.43 1.20
C -1.27 3.39 0.77
O -1.49 2.31 1.56
H -2.26 4.65 2.27
H -3.28 3.98 1.02
H -2.23 5.20 0.43
H -0.21 3.63 0.81
H -1.46 3.05 -0.25
H -1.05 1.52 1.23
C 0.09 0.29 -0.99
C -0.17 -0.94 -0.16
O -0.26 -0.61 1.26
H -0.83 0.84 -1.23
H 0.58 0.24 -1.96
H 0.62 1.11 -0.51
H 0.71 -1.47 -0.52
H -1.05 -1.52 -0.39
H -0.84 -1.23 1.70
C 4.09 1.25 3.02
C 2.92 0.32 3.02
O 2.80 -0.03 1.61
H 3.94 2.03 2.27
H 5.07 0.83 2.79
H 4.08 1.89 3.90
H 1.98 0.74 3.38
H 3.09 -0.41 3.82
H 1.85 -0.10 1.48
C 0.75 3.88 -3.44
C 1.78 2.72 -3.52
O 2.97 3.17 -3.00
H 1.09 4.78 -3.95
H 0.44 4.03 -2.41
H -0.12 3.76 -4.10
H 1.91 2.62 -4.60
H 1.46 1.73 -3.20
H 3.38 2.50 -2.44
C 3.64 -2.45 -1.66
C 4.05 -3.24 -2.96
O 4.52 -4.57 -2.73
H 3.07 -1.52 -1.70
H 4.55 -2.23 -1.09
H 3.06 -3.06 -0.97
H 4.73 -2.61 -3.52
H 3.10 -3.37 -3.49
H 3.80 -5.06 -2.34
C -0.70 0.32 4.65
C -1.66 1.47 4.76
O -2.00 1.74 6.10
H 0.24 0.78 4.96
H -0.49 -0.06 3.65
H -0.93 -0.47 5.36
H -2.61 1.37 4.23
H -1.26 2.33 4.22
H -2.53 2.53 6.00
C -3.31 4.43 -2.49
C -3.50 3.20 -3.25
O -2.38 2.46 -3.17
H -2.64 5.09 -3.03
H -2.83 4.30 -1.52
H -4.26 4.90 -2.24
H -3.82 3.42 -4.27
H -4.36 2.65 -2.85
H -2.43 1.80 -3.87
*
```


3.
Density functional theory data (ωB97M-V with the def2-TZVPD basis set) for a molecular structure, C16H47NO6 at a distorted geometry.

Summary:
Highest occupied orbital energy ... -6.60 eV
Kohn-Sham gap ... 7.22 eV
ΔE to the lowest compared entry with this formula, charge and spin ... 2458.7 kJ/mol
Calculated total energy ... -31103.1834 eV

Geometry as ORCA input:
```
! wB97M-V def2-TZVPD RIJCOSX def2/J DEFGRID3
* xyz 0 1
N 0.30 0.15 0.02
H 0.57 -0.77 0.33
H 1.17 0.58 -0.26
H -0.07 0.75 0.75
H -0.46 0.10 -0.65
C 1.71 -2.49 0.82
O 0.69 -1.71 0.21
H 1.76 -3.49 0.37
H 2.67 -1.98 0.72
H 1.55 -2.65 1.89
C 2.49 -2.69 -2.55
C 1.91 -1.26 -2.47
C 0.46 -1.18 -2.82
O 2.14 -0.77 -1.14
H 2.28 -3.22 -3.47
H 2.14 -3.26 -1.68
H 3.57 -2.64 -2.36
H 2.46 -0.63 -3.16
H -0.16 -1.85 -2.23
H 0.30 -1.48 -3.85
H 0.11 -0.16 -2.72
H 1.74 -1.36 -0.50
C 1.03 0.68 2.63
C -0.48 0.79 2.47
C -1.07 1.86 3.40
O -0.79 1.25 1.14
H 1.28 0.24 3.59
H 1.48 1.67 2.57
H 1.42 -0.06 1.92
H -1.06 -0.12 2.66
H -2.16 1.81 3.38
H -0.73 2.87 3.18
H -0.71 1.72 4.42
H -1.41 1.98 1.22
C -2.67 -1.81 2.86
C -1.62 -2.09 1.78
C -1.85 -1.28 0.49
O -0.32 -1.75 2.27
H -2.83 -0.74 3.02
H -2.44 -2.30 3.81
H -3.59 -2.25 2.46
H -1.52 -3.15 1.54
H -1.06 -1.46 -0.24
H -1.73 -0.21 0.63
H -2.83 -1.48 0.05
H 0.33 -1.82 1.57
C -3.16 1.10 -0.21
C -2.16 0.98 -1.39
C -1.25 2.16 -1.45
O -1.37 -0.18 -1.19
H -3.84 0.24 -0.27
H -3.68 2.05 -0.24
H -2.59 0.94 0.70
H -2.77 0.86 -2.28
H -0.47 1.97 -2.19
H -0.79 2.37 -0.49
H -1.86 3.04 -1.69
H -1.82 -0.90 -1.63
C 1.73 1.45 -2.50
C 2.23 1.89 -1.11
C 1.28 2.92 -0.47
O 2.23 0.81 -0.26
H 2.48 0.81 -2.96
H 1.56 2.28 -3.19
H 0.75 0.96 -2.56
H 3.27 2.21 -1.21
H 1.19 3.73 -1.19
H 1.65 3.27 0.49
H 0.34 2.38 -0.33
H 3.04 0.33 -0.45
*
```


4.
Density functional theory data (ωB97M-V with the def2-TZVPD basis set) for 2 unconnected molecules or ions with the total composition C7H14 at a distorted geometry.

Summary:
Highest occupied orbital energy ... -9.20 eV
Kohn-Sham gap ... 10.28 eV
ΔE to the lowest compared entry with this formula, charge and spin ... 219.0 kJ/mol
SMILES ... C=CC=C.CCC
Calculated total energy ... -7484.0245 eV

Geometry as ORCA input:
```
! wB97M-V def2-TZVPD RIJCOSX def2/J DEFGRID3
* xyz 0 1
C 3.13 1.23 0.60
C 1.98 0.79 0.08
C 1.40 -0.55 0.41
C 1.44 -1.56 -0.48
H 3.59 2.16 0.27
H 3.66 0.67 1.37
H 1.49 1.34 -0.72
H 1.27 -0.75 1.47
H 1.28 -2.58 -0.14
H 1.57 -1.39 -1.54
C -2.28 -0.17 1.09
C -1.49 0.48 -0.03
C -1.83 -0.07 -1.40
H -2.08 -1.25 1.13
H -2.02 0.26 2.06
H -3.35 -0.03 0.94
H -1.67 1.56 -0.03
H -0.33 0.51 0.23
H -1.51 0.63 -2.17
H -2.90 -0.24 -1.53
H -1.35 -1.03 -1.61
*
```


5.
Density functional theory data (ωB97M-V with the def2-TZVPD basis set) for a molecular structure, CH3I2O2P at a distorted geometry.

Summary:
Highest occupied orbital energy (spin up / spin down) ... -8.91 / -8.90 eV
Kohn-Sham gap (spin up / spin down) ... 6.72 / 6.67 eV
ΔE to the lowest compared entry with this formula, charge and spin ... 219.5 kJ/mol
Calculated total energy ... -30670.2184 eV

Geometry as ORCA input:
```
! wB97M-V def2-TZVPD RIJCOSX def2/J DEFGRID3
* xyz 0 1
C -0.11 0.02 -0.15
O -1.91 -0.66 -2.25
O -2.34 -1.31 0.23
P -1.76 -0.28 -0.86
I -4.19 -1.98 0.02
I -3.77 2.31 0.05
H 0.53 -0.80 -0.47
H 0.27 0.97 -0.54
H -0.20 0.06 0.93
*
```


6.
Density functional theory data (ωB97M-V with the def2-TZVPD basis set) for a molecular structure, C32H44BrN3P2Zn at a distorted geometry.

Summary:
Highest occupied orbital energy (spin up / spin down) ... -12.41 / -12.38 eV
Kohn-Sham gap (spin up / spin down) ... 3.23 / 3.07 eV
ΔE to the lowest compared entry with this formula, charge and spin ... 530.6 kJ/mol
Calculated total energy ... -175384.7216 eV

Geometry as ORCA input:
```
! wB97M-V def2-TZVPD RIJCOSX def2/J DEFGRID3
* xyz 2 1
C -6.09 -0.02 -5.59
C -5.19 0.84 -6.26
C -5.60 1.39 -7.48
C -6.85 1.02 -8.02
N -7.66 0.18 -7.38
C -7.33 -0.33 -6.19
C -3.82 1.03 -5.75
C -2.96 0.45 -4.96
C -2.45 -0.49 -4.01
C -2.61 -0.25 -2.62
C -1.59 -0.57 -1.74
C -0.41 -1.18 -2.22
C -0.46 -1.76 -3.51
C -1.49 -1.48 -4.37
Zn -2.12 2.03 -5.73
P -0.66 2.76 0.28
H -4.95 2.07 -8.04
H -5.83 -0.45 -4.63
H -7.18 1.42 -8.98
H -8.05 -0.99 -5.68
H -1.51 -1.90 -5.37
H -3.51 0.25 -2.26
H 0.37 -2.40 -3.80
H -1.64 -0.37 -0.68
C 0.89 3.03 1.26
C 1.33 4.45 1.61
H 1.67 2.53 0.67
H 0.75 2.44 2.18
H 2.16 4.39 2.32
H 1.71 5.00 0.74
H 0.55 5.04 2.10
C -1.01 4.44 -0.43
C -2.46 4.61 -0.86
H -0.35 4.51 -1.31
H -0.70 5.24 0.26
H -2.51 5.29 -1.71
H -2.90 3.65 -1.18
H -3.08 5.04 -0.07
C -1.92 2.69 1.63
C -2.01 3.87 2.58
H -1.70 1.76 2.18
H -2.89 2.53 1.12
H -2.90 3.75 3.21
H -1.16 3.93 3.26
H -2.12 4.84 2.07
Br 1.23 -1.02 -1.39
P 2.14 2.46 -4.37
C 1.78 2.86 -2.61
C 2.56 4.11 -2.19
H 2.11 1.98 -2.02
H 0.70 2.97 -2.49
H 2.01 4.69 -1.44
H 3.53 3.84 -1.74
H 2.76 4.78 -3.04
C 3.39 1.13 -4.01
C 4.37 0.84 -5.15
H 2.85 0.21 -3.71
H 3.95 1.49 -3.14
H 5.04 0.03 -4.84
H 3.87 0.51 -6.07
H 4.99 1.72 -5.37
C 0.71 1.50 -5.00
C 0.48 2.05 -6.41
H -0.12 1.66 -4.30
H 0.95 0.43 -5.00
H -0.29 1.48 -6.93
H 0.21 3.12 -6.36
H 1.39 1.98 -7.02
N -0.81 -4.17 1.08
C -0.65 -3.18 0.16
N -0.73 -1.99 0.71
C -0.88 -2.16 2.06
C -0.99 -1.21 3.07
C -1.34 -1.67 4.36
C -1.48 -3.04 4.61
C -1.30 -4.01 3.60
C -0.97 -3.55 2.33
H -0.77 -5.15 0.87
H -0.47 -3.38 -0.90
H -0.81 -0.16 2.81
H -1.50 -0.94 5.16
H -1.74 -3.35 5.62
H -1.41 -5.07 3.78
*
```


| no. | molecular weight (g mol⁻¹) |
| --- | --- |
| 1 | 202.18 |
| 2 | 598.90 |
| 3 | 349.55 |
| 4 | 98.19 |
| 5 | 331.81 |
| 6 | 677.97 |